# 1
A cluster of 14 separate species, C39H99BrCl2F2N3O16S in total at a distorted geometry, computed with ωB97M-V/def2-TZVPD.

Output
net charge = +1
gap between HOMO and LUMO = 0.2595 hartree
max |F| = 1.98 eV/Å
energy above the lowest of the compared OMol25 structures with the same formula, charge and spin = 0.0 kcal/mol

Each line ends with the Mulliken charge.
Positions of all 163 atoms, in Å:
C (-7.022, -3.303, 1.496)  -1.1163
C (-5.891, -3.155, 0.436)  -0.3703
C (-4.920, -1.963, 0.698)  -0.5522
C (-3.609, -2.194, -0.133)  -0.4276
C (-2.325, -1.848, 0.695)  -1.8102
C (-1.014, -2.500, 0.114)  2.6275
C (-1.079, -4.050, 0.154)  0.1511
C (-1.494, -4.722, 1.505)  -1.7621
C (-0.416, -5.701, 2.113)  0.6314
C (-0.546, -5.839, 3.659)  -0.9145
O (0.695, -5.704, 4.364)  -0.3254
C (0.548, -4.856, 5.504)  -0.5940
C (0.206, -1.869, 0.907)  -1.9872
Br (-0.021, -1.859, 2.856)  -0.0135
N (1.532, -2.452, 0.496)  2.2021
C (2.584, -1.535, 1.068)  -0.8197
S (3.663, -2.181, 2.395)  -0.3049
C (2.915, -3.568, 3.314)  0.6352
C (4.037, -4.601, 3.674)  -0.9802
C (1.548, -2.450, -0.922)  -2.8979
N (2.392, -3.179, -1.624)  0.6664
C (3.463, -4.070, -1.173)  -0.3630
Cl (4.974, -3.174, -0.713)  -0.0902
C (3.048, -5.183, -0.168)  1.7000
C (2.023, -6.107, -0.913)  -1.1666
Cl (4.530, -6.215, 0.056)  -0.1090
N (0.620, -1.722, -1.649)  1.8800
C (1.055, -0.523, -2.363)  -1.5082
C (1.340, 0.759, -1.541)  0.0107
O (2.730, 0.873, -1.132)  -0.2173
C (2.849, 1.834, -0.127)  0.1316
O (3.563, 2.776, -0.227)  -0.4489
C (-0.798, -1.914, -1.340)  0.2031
F (-1.402, -0.654, -1.464)  -0.4800
C (-1.407, -2.792, -2.467)  -0.9267
C (-1.425, -2.118, -3.882)  -0.6489
C (-2.506, -2.831, -4.740)  -0.3656
F (-2.815, -2.060, -5.858)  -0.3403
H (-7.500, -2.336, 1.771)  0.1813
H (-7.806, -3.951, 1.047)  0.4066
H (-6.673, -3.840, 2.402)  0.2969
H (-5.278, -4.082, 0.492)  0.2578
H (-6.359, -3.013, -0.556)  0.2979
H (-4.670, -1.833, 1.769)  0.3475
H (-5.415, -1.037, 0.347)  0.3042
H (-3.587, -3.251, -0.467)  0.1339
H (-3.646, -1.542, -1.029)  0.3308
H (-2.546, -2.235, 1.710)  0.5165
H (-2.218, -0.752, 0.835)  0.5089
H (-1.747, -4.488, -0.611)  1.0001
H (-0.067, -4.441, -0.102)  -1.4644
H (-1.791, -4.038, 2.316)  0.3078
H (-2.380, -5.365, 1.313)  0.3694
H (0.581, -5.377, 1.760)  -0.5799
H (-0.584, -6.711, 1.679)  0.5499
H (-0.947, -6.849, 3.898)  0.2447
H (-1.242, -5.068, 4.059)  0.5181
H (-0.377, -5.086, 6.073)  0.4036
H (0.487, -3.792, 5.184)  0.1018
H (1.433, -4.975, 6.154)  0.2512
H (0.160, -0.793, 0.632)  0.3725
H (3.251, -1.248, 0.228)  0.3104
H (2.163, -0.575, 1.429)  0.4690
H (2.026, -4.026, 2.852)  -0.6981
H (2.572, -3.159, 4.285)  0.6432
H (4.054, -5.408, 2.924)  0.2132
H (3.796, -5.056, 4.656)  0.2898
H (5.009, -4.087, 3.796)  0.2664
H (2.273, -3.100, -2.635)  0.4459
H (3.790, -4.622, -2.076)  0.5441
H (2.678, -4.819, 0.800)  -1.0335
H (1.527, -6.809, -0.224)  0.2558
H (2.572, -6.627, -1.721)  0.6103
H (1.282, -5.458, -1.429)  0.0216
H (2.019, -0.756, -2.875)  0.4820
H (0.386, -0.210, -3.183)  0.5106
H (1.192, 1.605, -2.249)  0.1706
H (0.632, 0.938, -0.708)  0.3751
H (2.217, 1.682, 0.783)  0.3034
H (-0.747, -3.686, -2.555)  0.1512
H (-2.417, -3.182, -2.259)  0.5738
H (-1.541, -1.022, -3.871)  0.3646
H (-0.451, -2.370, -4.360)  0.2290
H (-2.172, -3.839, -5.062)  0.2853
H (-3.426, -2.953, -4.132)  0.2922
C (-7.776, 0.357, 3.374)  -0.4484
O (-7.417, -1.024, 3.424)  -0.4981
H (-7.102, 0.868, 2.691)  0.0386
H (-8.801, 0.462, 3.014)  0.3426
H (-7.685, 0.804, 4.368)  0.2769
H (-8.021, -1.457, 4.037)  0.2546
C (-6.587, 3.812, 1.149)  -0.4371
O (-7.376, 3.365, 2.253)  -0.5159
H (-6.900, 3.282, 0.252)  0.2611
H (-6.732, 4.885, 1.003)  0.2806
H (-5.535, 3.603, 1.345)  0.1443
H (-7.072, 3.851, 3.026)  0.2793
C (-4.453, 6.347, -0.820)  -0.6069
O (-4.655, 4.941, -0.936)  -0.4180
H (-5.423, 6.832, -0.752)  0.2331
H (-3.874, 6.568, 0.082)  0.2629
H (-3.927, 6.722, -1.700)  0.2943
H (-3.786, 4.530, -0.996)  0.2315
C (5.686, 3.501, -3.327)  -0.4221
O (4.567, 2.622, -3.209)  -0.4509
H (5.796, 3.786, -4.371)  0.2777
H (5.525, 4.397, -2.723)  0.1319
H (6.590, 2.985, -2.994)  0.1888
H (4.478, 2.370, -2.282)  0.1963
C (-3.568, 2.265, 3.530)  -0.6154
O (-3.662, 1.932, 2.150)  -0.3754
H (-4.494, 1.963, 4.018)  0.2724
H (-2.730, 1.736, 3.987)  0.2584
H (-3.433, 3.342, 3.646)  0.1964
H (-2.837, 2.204, 1.731)  0.1907
C (4.177, 6.901, -1.146)  -0.4941
O (5.026, 7.914, -1.668)  -0.5564
H (3.538, 6.532, -1.946)  0.1498
H (4.777, 6.074, -0.757)  0.2276
H (3.556, 7.316, -0.347)  0.3423
H (5.583, 8.227, -0.944)  0.3111
C (0.847, 4.493, -2.200)  -0.6153
O (0.085, 4.121, -1.054)  -0.3369
H (0.513, 3.908, -3.055)  0.2879
H (0.696, 5.554, -2.411)  0.3308
H (1.906, 4.293, -2.016)  0.1572
H (0.400, 4.654, -0.316)  0.2236
C (-0.756, 4.849, 3.114)  -0.5756
O (-0.933, 3.441, 2.989)  -0.2805
H (-1.737, 5.315, 3.167)  0.2293
H (-0.199, 5.079, 4.025)  0.3129
H (-0.220, 5.243, 2.247)  0.1630
H (-0.057, 3.042, 2.944)  0.2005
C (0.025, -8.270, -3.641)  -0.5326
O (-0.532, -8.154, -2.336)  -0.4687
H (-0.514, -7.598, -4.306)  0.1896
H (1.083, -7.990, -3.627)  0.2218
H (-0.078, -9.294, -4.006)  0.3104
H (-0.046, -8.756, -1.762)  0.2828
C (-7.327, 6.846, -3.574)  -0.5190
O (-6.246, 7.656, -3.124)  -0.4717
H (-7.561, 6.124, -2.794)  0.1880
H (-8.207, 7.464, -3.767)  0.2903
H (-7.045, 6.312, -4.484)  0.2570
H (-6.051, 8.289, -3.824)  0.2750
C (9.652, 2.891, -4.377)  -0.3885
O (10.587, 2.839, -3.307)  -0.5098
H (10.179, 3.190, -5.281)  0.2651
H (9.204, 1.905, -4.529)  0.2206
H (8.871, 3.624, -4.156)  0.1295
H (10.107, 2.574, -2.515)  0.2883
C (5.785, 11.289, -1.694)  -0.4903
O (5.174, 10.689, -0.556)  -0.5090
H (6.649, 11.859, -1.359)  0.2302
H (6.111, 10.518, -2.396)  0.2387
H (5.081, 11.963, -2.188)  0.2403
H (4.413, 10.190, -0.872)  0.3024
C (7.193, -1.448, 3.429)  -0.5014
O (6.443, -1.845, 4.572)  -0.4890
H (6.842, -2.015, 2.569)  0.1398
H (7.049, -0.381, 3.241)  0.2517
H (8.253, -1.657, 3.592)  0.3392
H (6.771, -1.331, 5.318)  0.2862

---

# 2
A cluster of 9 separate species, C39H99N3O30P6 in total at a distorted geometry, computed with ωB97M-V/def2-TZVPD.

Output
gap between HOMO and LUMO = 0.3768 hartree
structure (SMILES) = CCOP(=O)(OCC)OCC.CCOP(=O)(OCC)OCC.CCOP(=O)(OCC)OCC.CCOP(=O)(OCC)OCC.CCOP(=O)(OCC)OCC.CCOP(=O)(OCC)OCC.C[N+](=O)[O-].C[N+](=O)[O-].C[N+](=O)[O-]
max |F| = 3.79 eV/Å
energy above the lowest of the compared OMol25 structures with the same formula, charge and spin = 29.7 kcal/mol

Each line ends with the Mulliken charge.
Positions of all 177 atoms, in Å:
C (1.383, -1.942, 3.090)  -1.9232
C (0.856, -1.346, 1.768)  1.4304
O (1.954, -0.731, 1.014)  0.3423
P (2.224, -0.953, -0.526)  -0.2499
O (1.055, -0.837, -1.405)  -0.2469
O (3.457, 0.047, -0.687)  -0.0782
C (4.271, 0.181, -1.827)  -0.3644
C (4.885, 1.584, -1.925)  -0.7872
O (2.720, -2.434, -0.706)  0.3282
C (4.013, -2.847, -0.199)  0.2620
C (3.896, -4.356, 0.000)  -1.4843
H (1.782, -1.294, 3.826)  0.3351
H (0.564, -2.477, 3.534)  0.2706
H (2.118, -2.599, 2.748)  0.6693
H (0.437, -2.170, 1.175)  -0.0460
H (0.125, -0.522, 1.914)  -0.6038
H (5.024, -0.585, -1.734)  0.1768
H (3.730, 0.014, -2.723)  0.4641
H (4.071, 2.319, -2.114)  -0.0567
H (5.333, 1.938, -1.018)  -0.0438
H (5.577, 1.663, -2.774)  0.4994
H (4.688, -2.616, -0.998)  0.1761
H (4.253, -2.300, 0.703)  0.1151
H (4.755, -4.806, 0.483)  0.3694
H (3.031, -4.500, 0.698)  0.3134
H (3.560, -4.903, -0.880)  0.3186
C (-2.013, -2.035, -0.352)  -1.2050
C (-3.292, -1.577, 0.353)  1.4770
O (-4.198, -2.718, 0.674)  -0.4879
P (-5.533, -2.377, 1.454)  0.1730
O (-6.393, -3.491, 1.803)  -0.8783
O (-4.925, -1.553, 2.743)  -0.1109
C (-4.318, -2.146, 3.877)  0.4159
C (-3.035, -2.920, 3.550)  -0.9568
O (-6.162, -1.234, 0.609)  0.4130
C (-7.515, -0.734, 0.830)  -0.5302
C (-7.504, 0.774, 0.875)  -0.9102
H (-1.597, -2.789, 0.307)  0.4735
H (-2.231, -2.349, -1.356)  0.3364
H (-1.303, -1.198, -0.446)  0.3106
H (-3.026, -1.109, 1.293)  -0.6914
H (-3.883, -0.910, -0.253)  -0.2200
H (-4.064, -1.287, 4.570)  -0.7587
H (-5.071, -2.844, 4.292)  0.5277
H (-2.434, -2.334, 2.850)  -0.3274
H (-2.552, -3.176, 4.437)  0.6247
H (-3.430, -3.818, 3.152)  0.5718
H (-8.037, -1.112, -0.051)  0.2954
H (-7.924, -1.128, 1.726)  0.4581
H (-8.500, 1.152, 1.117)  0.4733
H (-6.878, 1.158, 1.636)  0.2052
H (-7.274, 1.190, -0.138)  0.1232
C (-3.790, 2.838, 0.777)  -0.7704
C (-3.415, 3.283, -0.582)  -0.5529
O (-3.437, 2.105, -1.480)  0.4572
P (-4.567, 1.666, -2.502)  -0.0482
O (-5.819, 2.373, -2.234)  -0.9529
O (-3.974, 1.857, -3.918)  0.0366
C (-3.662, 3.014, -4.762)  0.0015
C (-4.500, 2.928, -6.028)  -1.5116
O (-4.509, 0.121, -2.185)  0.3839
C (-4.788, -0.814, -3.285)  0.0173
C (-6.007, -1.728, -2.888)  -1.2865
H (-3.133, 1.961, 0.964)  -0.0523
H (-3.469, 3.629, 1.468)  0.5258
H (-4.823, 2.577, 0.751)  0.2450
H (-4.091, 4.038, -1.095)  0.4602
H (-2.471, 3.728, -0.634)  0.1997
H (-3.980, 3.953, -4.272)  0.3138
H (-2.608, 3.091, -4.932)  0.3028
H (-5.579, 2.911, -5.796)  0.3223
H (-4.380, 3.740, -6.776)  0.4020
H (-4.270, 2.053, -6.617)  0.3257
H (-5.152, -0.191, -4.117)  0.5773
H (-3.792, -1.263, -3.542)  -0.2425
H (-6.872, -1.074, -2.646)  0.3069
H (-6.219, -2.408, -3.686)  0.4767
H (-5.763, -2.453, -2.100)  0.2044
C (-4.516, 0.889, 5.842)  -1.2664
C (-3.799, 1.305, 4.624)  0.7672
O (-2.433, 1.705, 5.016)  -0.3614
P (-1.250, 0.998, 4.207)  -0.8473
O (-1.487, 0.749, 2.809)  1.0844
O (0.002, 1.807, 4.642)  -0.4782
C (0.482, 2.918, 3.933)  -0.0288
C (-0.520, 4.049, 3.696)  -0.7340
O (-1.152, -0.385, 4.966)  -0.2464
C (-1.066, -0.489, 6.433)  -0.4043
C (-1.902, -1.640, 6.925)  -1.1610
H (-3.835, 0.190, 6.325)  0.1881
H (-4.593, 1.788, 6.457)  0.4392
H (-5.466, 0.411, 5.486)  0.2446
H (-3.831, 0.515, 3.892)  -0.5688
H (-4.224, 2.181, 4.170)  0.4599
H (1.331, 3.264, 4.457)  0.5637
H (0.738, 2.562, 2.955)  -0.1050
H (-0.408, 4.442, 2.644)  0.2097
H (-1.507, 3.555, 3.752)  0.0539
H (-0.451, 4.815, 4.453)  0.3560
H (-0.026, -0.679, 6.623)  0.3660
H (-1.368, 0.495, 6.837)  0.4136
H (-2.802, -1.587, 6.431)  0.2279
H (-1.313, -2.526, 6.633)  0.3493
H (-1.878, -1.628, 8.024)  0.3291
C (-0.571, 0.904, -3.831)  -0.0124
C (-1.031, -0.544, -4.166)  0.4636
O (0.043, -1.150, -4.855)  -0.5323
P (-0.110, -2.671, -5.354)  0.5603
O (0.970, -3.264, -6.102)  -0.8324
O (-0.394, -3.397, -3.978)  -0.0998
C (0.725, -3.742, -3.132)  -0.0276
C (0.124, -4.463, -1.893)  -0.5337
O (-1.521, -2.629, -6.038)  -0.1942
C (-2.098, -3.825, -6.658)  -0.3398
C (-3.570, -3.824, -6.427)  -0.9381
H (-1.422, 1.513, -3.487)  -0.4184
H (0.233, 1.001, -3.082)  -0.4718
H (-0.188, 1.350, -4.759)  0.5577
H (-1.190, -1.208, -3.258)  -0.1828
H (-2.003, -0.596, -4.717)  0.5898
H (1.353, -4.383, -3.681)  0.5658
H (1.303, -2.849, -2.843)  -0.0692
H (0.894, -4.918, -1.292)  0.3390
H (-0.414, -3.716, -1.343)  -0.2652
H (-0.562, -5.243, -2.312)  0.3584
H (-1.869, -3.621, -7.683)  0.2849
H (-1.493, -4.662, -6.238)  0.3704
H (-3.954, -4.802, -6.656)  0.3943
H (-3.907, -3.551, -5.403)  0.1152
H (-4.052, -3.094, -7.097)  0.3184
C (8.657, 0.737, -1.230)  -0.6199
C (9.506, 0.146, -0.083)  -0.4398
O (8.796, 0.192, 1.185)  -0.3918
P (7.744, -0.877, 1.631)  0.9836
O (7.180, -1.724, 0.576)  -0.6516
O (8.517, -1.671, 2.770)  -0.3935
C (7.968, -2.818, 3.482)  -0.1871
C (8.502, -2.743, 4.910)  -1.1485
O (6.653, 0.000, 2.470)  -0.4472
C (5.567, 0.667, 1.685)  0.8093
C (4.652, 1.227, 2.771)  -1.6461
H (8.374, 1.793, -0.960)  0.1922
H (9.196, 0.812, -2.181)  0.4572
H (7.737, 0.098, -1.364)  -0.0320
H (9.722, -0.872, -0.301)  0.3201
H (10.403, 0.720, 0.031)  0.3793
H (6.890, -2.699, 3.463)  0.2898
H (8.443, -3.640, 2.932)  0.2779
H (8.035, -3.618, 5.348)  0.3716
H (9.594, -2.928, 4.887)  0.2734
H (8.162, -1.815, 5.328)  0.3220
H (6.093, 1.440, 1.142)  0.1958
H (5.114, 0.008, 1.025)  -0.0741
H (5.146, 1.821, 3.518)  0.4938
H (3.824, 1.790, 2.364)  0.2393
H (4.375, 0.365, 3.289)  0.4257
C (-0.194, 1.903, -0.362)  1.6821
N (0.996, 2.718, -0.535)  1.5440
O (1.291, 3.002, -1.686)  -0.3675
O (1.665, 2.982, 0.436)  -0.7383
H (0.137, 0.886, -0.631)  -1.2739
H (-0.941, 2.122, -1.110)  -0.5464
H (-0.436, 1.890, 0.682)  -0.3388
C (0.915, 5.039, -4.037)  -0.6044
N (-0.337, 4.975, -3.073)  0.9525
O (-0.134, 5.430, -1.951)  -0.5348
O (-1.388, 4.466, -3.415)  -0.5072
H (0.627, 4.879, -5.127)  0.2733
H (1.549, 4.267, -3.654)  0.1110
H (1.413, 6.024, -3.771)  0.2948
C (3.784, 5.213, -0.582)  -0.3124
N (5.116, 4.892, -0.974)  1.0784
O (5.231, 4.772, -2.163)  -0.5558
O (6.010, 4.792, -0.157)  -0.6070
H (3.145, 4.367, -0.426)  -0.1084
H (3.354, 5.921, -1.289)  0.2430
H (3.726, 5.828, 0.320)  0.3351